ORCA calculation (ωB97M-V/def2-TZVPD) on a molecular structure, C25H49N3O4P2S.

Results
- HOMO-LUMO gap: 7.6 eV
- HOMO level: -8.14 eV
- Electronic energy: -68792.4903 eV

Positions of all 84 atoms, in Å:
C  -0.53  5.13  -4.02
C  -1.97  5.26  -3.49
C  -2.79  3.96  -3.52
C  -3.23  3.51  -2.12
C  -2.08  3.14  -1.15
C  -1.99  1.67  -0.85
C  -1.02  0.74  -1.21
P  0.48  1.12  -2.20
N  -0.28  1.39  -3.73
O  0.79  2.64  -1.65
C  -1.11  -0.66  -0.81
C  -0.01  -1.60  -1.24
C  1.28  -1.58  -0.37
C  2.55  -1.19  -1.09
O  2.68  -1.99  -2.28
C  -2.18  -1.14  -0.07
P  -2.58  -2.87  0.47
C  -2.62  -3.82  -1.12
C  -1.06  -3.49  1.30
C  -0.56  -2.53  2.38
C  -3.16  -0.19  0.33
N  -4.25  -0.43  1.09
S  -5.00  0.97  1.27
N  -4.05  1.94  0.44
C  -3.06  1.18  -0.04
H  -0.46  5.49  -5.05
H  -0.20  4.09  -4.03
H  0.18  5.71  -3.43
H  -1.95  5.68  -2.48
H  -2.48  6.00  -4.11
H  -3.70  4.12  -4.10
H  -2.25  3.17  -4.03
H  -3.77  4.35  -1.68
H  -3.94  2.68  -2.18
H  -1.14  3.56  -1.47
H  -2.32  3.61  -0.20
H  -1.25  1.08  -3.76
H  0.22  0.84  -4.41
H  1.52  3.02  -2.16
H  -0.42  -2.60  -1.21
H  0.26  -1.43  -2.29
H  1.44  -2.59  -0.01
H  1.15  -0.91  0.48
H  3.40  -1.39  -0.43
H  2.58  -0.14  -1.37
H  3.62  -2.18  -2.41
H  -1.98  -4.70  -1.05
H  -3.65  -4.12  -1.31
H  -2.28  -3.21  -1.96
H  -0.27  -3.75  0.60
H  -1.36  -4.42  1.78
H  -0.53  -1.49  2.03
H  -1.20  -2.57  3.26
H  0.45  -2.80  2.71
C  -0.19  2.50  2.12
C  -1.26  2.19  3.16
O  -0.96  2.64  4.47
C  -0.78  4.04  4.60
C  -1.99  4.87  4.20
H  0.77  2.08  2.42
H  -0.48  2.07  1.17
H  -0.06  3.57  1.98
H  -1.37  1.11  3.26
H  -2.23  2.57  2.83
H  0.11  4.37  4.05
H  -0.57  4.19  5.66
H  -2.23  4.76  3.14
H  -1.79  5.93  4.39
H  -2.87  4.57  4.78
C  6.47  -5.25  1.87
C  5.17  -6.01  1.98
O  4.02  -5.19  2.03
C  3.80  -4.36  0.90
C  3.63  -5.11  -0.41
H  6.58  -4.54  2.69
H  7.31  -5.94  1.89
H  6.54  -4.69  0.93
H  5.15  -6.57  2.92
H  5.09  -6.75  1.18
H  4.60  -3.61  0.82
H  2.88  -3.82  1.13
H  4.53  -5.66  -0.69
H  3.41  -4.40  -1.21
H  2.81  -5.82  -0.34